{"formula": "C65H60FeNO3P4S3Si", "method": "ωB97M-V with the def2-TZVPD basis set", "homo_energy_ha": [-0.099, -0.169], "orbital_gap_ev": [5.165, 7.080], "charge": -1, "multiplicity": 5, "symbols": ["Fe", "C", "C", "C", "C", "C", "C", "P", "C", "C", "C", "C", "C", "C", "C", "C", "C", "C", "C", "C", "Si", "C", "C", "C", "C", "C", "C", "P", "C", "C", "C", "C", "C", "C", "C", "C", "C", "C", "C", "C", "C", "C", "C", "C", "C", "C", "P", "C", "C", "C", "C", "C", "C", "C", "C", "C", "C", "C", "C", "H", "H", "H", "H", "H", "H", "H", "H", "H", "H", "H", "H", "H", "H", "H", "H", "H", "H", "H", "H", "H", "H", "H", "H", "H", "H", "H", "H", "H", "H", "H", "H", "H", "H", "H", "H", "H", "H", "H", "H", "H", "H", "O", "N", "C", "C", "C", "C", "C", "S", "H", "H", "H", "H", "C", "C", "C", "O", "P", "S", "S", "O", "C", "C", "C", "H", "H", "H", "H", "H", "H", "H", "H", "H", "H", "H", "H", "H", "H"], "positions_angstrom": [[-0.23907, -0.66890, -0.05515], [-5.29869, -4.17168, 0.53316], [-3.93790, -4.41593, 0.42612], [-3.08492, -3.41456, 0.00307], [-3.57339, -2.14617, -0.31945], [-4.94567, -1.91505, -0.22434], [-5.79373, -2.91950, 0.19868], [-2.34097, -0.94490, -0.94167], [-3.33390, 0.57268, -1.01775], [-4.03000, 0.97867, 0.12363], [-4.83546, 2.09680, 0.09670], [-4.96017, 2.83598, -1.07176], [-4.24895, 2.45764, -2.19929], [-3.43201, 1.34356, -2.17643], [-2.34155, -1.36493, -2.69987], [-3.45865, -1.82628, -3.38578], [-3.42575, -1.89354, -4.76517], [-2.29795, -1.46035, -5.45228], [-1.18292, -1.02710, -4.75830], [-1.17973, -0.99176, -3.37143], [0.34020, -0.64110, -2.26541], [0.90920, 1.11406, -2.76360], [1.47188, 1.41350, -3.99596], [1.79450, 2.71512, -4.33367], [1.52433, 3.74769, -3.44720], [0.98832, 3.46630, -2.20360], [0.71246, 2.14837, -1.84796], [0.11223, 1.66316, -0.20376], [-1.01951, 3.03560, 0.17184], [-1.21198, 3.47316, 1.48730], [-2.03493, 4.54656, 1.75378], [-2.69036, 5.20676, 0.72303], [-2.53435, 4.75513, -0.57821], [-1.72420, 3.67509, -0.85384], [1.45507, 2.19695, 0.91781], [1.41528, 1.70829, 2.22286], [2.33277, 2.11808, 3.17074], [3.31137, 3.03680, 2.83083], [3.36913, 3.51987, 1.53087], [2.45676, 3.10232, 0.57824], [1.61393, -1.77663, -3.09932], [1.33257, -2.83071, -3.96247], [2.34852, -3.59294, -4.50215], [3.67429, -3.32668, -4.17431], [3.97110, -2.31659, -3.27742], [2.94207, -1.55678, -2.72952], [3.21307, -0.26807, -1.47235], [4.31052, 0.89144, -2.38040], [4.61113, 0.80784, -3.73381], [5.30467, 1.82809, -4.35901], [5.69444, 2.95094, -3.65004], [5.38503, 3.05110, -2.30326], [4.69796, 2.03065, -1.67658], [4.44582, -1.19675, -0.47735], [5.56220, -0.62194, 0.11849], [6.36672, -1.36818, 0.96182], [6.06090, -2.69059, 1.23619], [4.94629, -3.27112, 0.65213], [4.14538, -2.52959, -0.19339], [-5.96962, -4.94811, 0.87388], [-3.53952, -5.39034, 0.67551], [-2.02438, -3.60780, -0.07645], [-5.35437, -0.95102, -0.49138], [-6.85566, -2.72693, 0.26271], [-3.92989, 0.39448, 1.02651], [-5.37341, 2.39595, 0.98598], [-5.60233, 3.70525, -1.09724], [-4.32755, 3.04298, -3.10608], [-2.87229, 1.06339, -3.05866], [-4.34232, -2.13310, -2.84332], [-4.28510, -2.26253, -5.30950], [-2.29342, -1.47009, -6.53396], [-0.30304, -0.70163, -5.29295], [1.65790, 0.61136, -4.69506], [2.24155, 2.93450, -5.29405], [1.73916, 4.77204, -3.72206], [0.76553, 4.27565, -1.51888], [-0.68850, 2.98036, 2.29560], [-2.15850, 4.88464, 2.77391], [-3.31659, 6.06218, 0.93468], [-3.04329, 5.25696, -1.38807], [-1.61395, 3.32475, -1.86949], [0.66491, 0.97791, 2.49672], [2.28044, 1.70896, 4.17002], [4.03009, 3.37350, 3.56654], [4.13758, 4.23234, 1.25881], [2.53347, 3.47202, -0.43234], [0.30576, -3.04502, -4.21713], [2.11787, -4.40130, -5.18480], [4.47030, -3.92018, -4.60633], [5.00067, -2.13010, -2.99113], [4.30304, -0.05746, -4.30182], [5.53592, 1.74875, -5.41269], [6.22537, 3.75152, -4.14565], [5.66719, 3.93268, -1.74214], [4.43257, 2.11261, -0.63001], [5.80758, 0.40951, -0.08757], [7.23607, -0.91015, 1.41364], [6.68796, -3.27037, 1.89965], [4.69088, -4.29977, 0.86552], [3.28178, -2.99021, -0.65270], [1.66121, -0.68306, 0.55533], [1.94215, -1.60895, 1.44843], [2.83064, -1.35963, 2.43348], [3.16806, -2.32869, 3.33443], [2.59198, -3.59695, 3.23073], [1.69388, -3.84453, 2.21039], [1.35470, -2.84023, 1.31743], [0.28083, -3.02997, 0.00016], [3.23521, -0.36093, 2.43770], [3.86605, -2.09918, 4.12069], [2.84031, -4.36608, 3.94511], [1.22013, -4.80528, 2.09027], [-3.49766, 1.75870, 3.52106], [-2.46920, 1.91246, 4.62581], [-3.07780, 1.66092, 5.99968], [-1.33157, 1.07770, 4.45253], [-1.15144, -0.43008, 3.96720], [0.50961, -1.02730, 4.82575], [-1.41843, -0.49508, 1.91806], [-2.46529, -1.11557, 4.62168], [-2.94814, -2.43462, 4.39759], [-4.13979, -2.36585, 3.44944], [-1.88437, -3.38550, 3.87512], [-4.30706, 2.47139, 3.67048], [-3.89981, 0.74942, 3.53244], [-3.03987, 1.94724, 2.55334], [-2.04954, 2.92837, 4.59078], [-3.49015, 0.65643, 6.03689], [-3.86466, 2.38596, 6.19667], [-2.31040, 1.74693, 6.76445], [-3.28158, -2.77294, 5.39160], [-3.80382, -1.98828, 2.48724], [-4.90178, -1.69894, 3.84763], [-4.57329, -3.35236, 3.30634], [-1.57634, -3.08745, 2.87418], [-2.28267, -4.39653, 3.83105], [-1.01338, -3.36963, 4.52657]], "atomic_forces_ev_per_a": [[0.3, -0.6, 0.7], [0.0, 0.1, 0.0], [-0.2, -0.1, 0.0], [0.0, 0.2, -0.1], [-0.1, -0.2, 0.1], [0.3, 0.1, -0.1], [-0.2, -0.2, 0.1], [-1.4, -0.3, -0.3], [-0.3, 0.3, 0.0], [0.3, -0.1, -0.1], [-0.2, 0.2, 0.0], [-0.1, -0.1, -0.1], [-0.3, 0.2, -0.1], [0.0, -0.3, 0.2], [0.2, 0.1, -0.2], [-0.1, -0.1, 0.0], [-0.1, 0.0, 0.0], [0.0, 0.0, -0.2], [-0.2, 0.0, -0.3], [0.2, 0.0, 0.3], [0.3, 0.3, -2.1], [-0.3, -0.3, -0.1], [0.0, 0.2, -0.2], [0.0, 0.1, -0.1], [0.1, 0.1, 0.0], [0.0, 0.0, -0.1], [-0.1, 0.2, -0.1], [0.3, 1.0, 0.0], [-0.5, 0.4, 0.0], [0.2, -0.2, -0.3], [-0.2, 0.3, 0.0], [0.1, -0.1, 0.0], [-0.1, 0.3, 0.1], [0.4, -0.3, 0.3], [0.2, 0.0, 0.2], [-0.1, -0.1, -0.1], [0.0, 0.1, 0.2], [0.1, 0.1, -0.1], [0.2, 0.1, 0.2], [-0.3, -0.1, 0.0], [0.1, 0.3, 0.4], [-0.1, 0.0, -0.1], [0.2, -0.1, -0.1], [0.1, -0.1, -0.1], [0.0, -0.2, -0.1], [0.0, 0.0, -0.3], [1.0, 0.3, -0.4], [-0.1, -0.1, 0.1], [0.1, 0.0, 0.1], [0.1, 0.1, -0.2], [0.0, 0.1, -0.1], [0.1, 0.2, 0.1], [0.0, -0.1, 0.0], [-0.2, 0.0, 0.2], [-0.2, 0.0, -0.1], [0.2, 0.0, 0.2], [0.1, -0.1, 0.0], [0.0, -0.1, 0.0], [0.2, 0.0, -0.1], [0.0, -0.1, 0.0], [0.0, 0.0, 0.0], [0.0, -0.1, 0.1], [0.0, 0.0, 0.0], [-0.1, 0.0, 0.0], [0.0, 0.0, 0.1], [0.0, 0.0, 0.1], [0.0, 0.1, 0.0], [0.0, 0.0, -0.1], [0.0, 0.0, -0.1], [-0.1, 0.0, 0.0], [0.0, 0.0, 0.0], [0.0, 0.0, -0.1], [0.1, 0.0, -0.2], [0.1, -0.1, -0.2], [0.0, 0.0, -0.1], [0.0, 0.0, 0.0], [0.0, 0.0, 0.0], [0.0, 0.0, 0.1], [0.0, 0.0, 0.1], [0.0, 0.1, 0.0], [-0.1, 0.0, -0.1], [0.0, 0.1, 0.0], [0.1, 0.0, 0.0], [-0.1, -0.1, 0.1], [0.0, 0.0, 0.0], [0.1, 0.0, 0.0], [0.0, 0.0, 0.0], [-0.1, -0.1, -0.1], [0.0, 0.0, 0.0], [0.0, 0.0, 0.0], [0.0, 0.0, 0.0], [0.0, 0.0, -0.1], [0.0, 0.0, -0.1], [0.0, 0.1, 0.0], [0.0, 0.1, 0.0], [0.0, 0.1, 0.0], [0.1, 0.1, 0.0], [0.1, 0.0, 0.0], [0.0, 0.0, 0.1], [0.0, -0.1, 0.0], [-0.1, 0.0, 0.0], [0.8, -0.1, 1.1], [0.1, -0.9, 0.8], [-0.2, 0.1, -0.3], [0.0, -0.5, 0.0], [-0.1, 0.3, -0.3], [0.4, 0.0, 0.8], [-0.2, 0.5, -0.6], [0.2, -1.0, 0.1], [0.0, 0.1, 0.0], [0.1, 0.1, 0.1], [0.0, -0.1, 0.1], [0.0, -0.1, 0.0], [0.2, 0.1, 0.0], [-0.5, 0.2, 0.1], [0.2, 0.0, -0.2], [0.3, 0.1, 0.0], [0.1, -0.2, 0.0], [-0.3, 0.1, -0.4], [-0.8, 0.1, 2.3], [0.4, 0.8, 0.0], [-0.4, -0.7, -0.2], [0.2, 0.1, 0.3], [0.0, 0.1, 0.2], [-0.1, 0.1, 0.1], [-0.1, -0.1, 0.0], [-0.1, 0.0, 0.0], [-0.1, -0.2, 0.0], [-0.1, -0.1, 0.0], [-0.1, 0.1, 0.0], [0.1, 0.0, 0.1], [0.1, 0.1, -0.2], [0.0, 0.0, -0.1], [-0.1, 0.1, 0.0], [0.0, -0.1, 0.0], [0.1, -0.1, -0.1], [-0.1, -0.1, 0.0], [0.1, -0.1, 0.0]]}